# 1
Density functional theory data (ωB97M-V with the def2-TZVPD basis set) for a structure of composition C44H43BaClIN8O8S at a distorted geometry.

Its net charge is -1. Its spin multiplicity is 1. The calculation puts the HOMO-LUMO gap at 6.295 eV. As for the lowest unoccupied orbital energy: 0.0326 hartree.

Geometry as XYZ:
```
107
C44H43BaClIN8O8S, DFT ωB97M-V with the def2-TZVPD basis set
Ba 2.2048 -0.6248 1.3073
C 2.2557 -3.9827 -1.3557
N 2.7047 -3.7195 0.0000
C 4.1582 -3.6247 0.0241
C 2.2444 -4.7618 0.9080
C 0.7946 -4.5678 1.3650
N 0.6272 -3.4100 2.2317
C 1.1897 -3.6728 3.5476
C -0.7811 -3.0814 2.3783
H 2.6826 -4.9191 -1.7614
H 2.5515 -3.1587 -2.0052
H 1.1696 -4.0603 -1.3838
H 4.6421 -4.5921 -0.1827
H 4.4835 -3.2593 0.9919
H 4.4829 -2.9040 -0.7232
H 2.8928 -4.7436 1.7835
H 2.3293 -5.7626 0.4406
H 0.4786 -5.4933 1.8854
H 0.1480 -4.4429 0.4918
H 0.8066 -4.6152 3.9735
H 0.9326 -2.8538 4.2105
H 2.2719 -3.7191 3.4909
H -1.3445 -3.8873 2.8768
H -1.2338 -2.8979 1.4058
H -0.8714 -2.1695 2.9638
O 6.5364 -0.6990 1.0521
C 5.3619 -0.3484 1.0842
O 4.3868 -0.9467 1.5886
C 5.0258 0.9921 0.3980
C 6.0421 1.8643 0.0129
C 5.7073 3.0477 -0.6169
C 4.3673 3.3028 -0.8750
C 3.4297 2.3677 -0.4675
N 3.7456 1.2518 0.1692
H 7.0645 1.5880 0.2185
H 6.4711 3.7555 -0.9100
H 4.0595 4.2074 -1.3800
H 2.3769 2.5111 -0.6709
Cl 1.6749 3.6671 7.4078
C 1.8485 2.3926 6.2340
C 2.2965 1.1588 6.6467
C 2.3987 0.1284 5.7337
I 3.0589 -1.7594 6.3975
C 2.0868 0.2416 4.3673
O 2.0924 -0.7251 3.5662
C 1.7200 1.5799 3.9440
N 1.5276 1.7625 2.6322
C 1.1133 2.9265 2.1992
C 0.8498 4.0131 3.0469
C 1.0795 3.8705 4.3876
C 1.5488 2.6384 4.8850
H 2.5568 0.9954 7.6817
H 0.9564 3.0203 1.1331
H 0.4762 4.9431 2.6421
H 0.9028 4.6807 5.0805
C -1.9051 2.7770 -2.6624
O -1.0703 1.9551 -3.4614
C -1.4274 1.7738 -4.7566
C -2.6642 2.1292 -5.2845
C -2.9289 1.9689 -6.6321
C -1.9608 1.4756 -7.4896
C -0.7284 1.1053 -6.9821
C -0.4613 1.2198 -5.6239
N 0.8071 0.8504 -5.1207
C 1.0324 0.1784 -3.9896
C 0.1704 -0.6618 -3.3100
C -1.0470 -1.1653 -3.8537
C -1.8562 -1.9887 -3.1416
C -1.4930 -2.3598 -1.8256
C -0.3353 -1.9271 -1.2679
C 0.5584 -1.0350 -1.9490
O 1.5633 -0.5535 -1.3879
H -1.4696 2.7490 -1.6657
H -2.9354 2.4167 -2.6259
H -1.8897 3.8041 -3.0403
H -3.4457 2.4985 -4.6407
H -3.9022 2.2478 -7.0041
H -2.1665 1.3826 -8.5443
H 0.0338 0.7144 -7.6411
H 1.6032 1.2571 -5.5955
H 2.0187 0.3033 -3.5540
H -1.2991 -0.9078 -4.8707
H -2.7694 -2.3690 -3.5706
H -2.1638 -2.9942 -1.2645
H -0.0347 -2.1905 -0.2658
O -7.1638 -0.0229 -2.3188
S -6.9100 1.4074 -2.1725
O -5.6210 1.8444 -2.7078
O -8.0213 2.2733 -2.5119
C -6.6789 1.4535 -0.3561
N -7.6787 1.4681 0.5161
C -7.3604 1.3111 1.7895
C -6.0542 1.1275 2.2317
C -5.0809 1.0935 1.2352
N -5.4192 1.2627 -0.0410
C -3.6431 0.8612 1.4357
C -2.8709 0.6956 0.2854
C -1.5166 0.4764 0.4134
N -0.8995 0.3768 1.5830
C -1.6273 0.5434 2.6758
C -2.9900 0.8000 2.6637
H -8.1855 1.3306 2.4941
H -5.8229 1.0169 3.2810
H -3.3633 0.7477 -0.6716
H -0.8977 0.3676 -0.4624
H -1.0931 0.4652 3.6132
H -3.5186 0.9409 3.5926
```

# 2
Density functional theory data (ωB97M-V with the def2-TZVPD basis set) for a structure of composition C20H41As3IMnNO4Se3.

Its net charge is 0. Its spin multiplicity is 2. The calculation puts the HOMO-LUMO gap (alpha / beta) at 7.180 / 7.147 eV. As for the lowest unoccupied orbital energy (alpha / beta): -0.0305 / -0.0319 hartree.

Geometry as XYZ:
```
74
C20H41As3IMnNO4Se3, DFT ωB97M-V with the def2-TZVPD basis set
Mn 1.0625 1.8636 1.6329
C -1.1568 0.1889 3.8444
As -0.1849 -0.2136 2.2026
C 1.0635 -1.4943 2.9758
C -1.6057 -1.3976 1.4760
C -1.4627 -2.4039 0.2979
C -2.4008 -3.5674 0.6660
C -1.9859 -1.8233 -1.0232
As -1.2559 -0.1013 -1.6687
C -0.6098 -0.6110 -3.4374
C -2.9579 0.6464 -2.2980
C -0.0051 -2.8813 0.2186
As 0.7558 -4.4296 -0.7894
C -0.7320 -5.5827 -1.3488
C 1.0337 -3.6439 -2.5620
H -1.3430 -0.7351 4.3914
H -2.1092 0.6653 3.6143
H -0.5451 0.8621 4.4423
H 0.5071 -2.3097 3.4391
H 1.6305 -0.9497 3.7276
H 1.7415 -1.9014 2.2302
H -2.4705 -0.7486 1.2970
H -1.8571 -1.9765 2.3700
H -3.3720 -3.1747 0.9760
H -1.9961 -4.1502 1.4980
H -2.5711 -4.2348 -0.1737
H -3.0605 -1.6493 -0.9092
H -1.8774 -2.5640 -1.8193
H -1.3109 -1.2919 -3.9225
H 0.3671 -1.0822 -3.3707
H -0.5279 0.3077 -4.0182
H -3.5231 -0.1085 -2.8459
H -2.7493 1.4786 -2.9718
H -3.5592 0.9889 -1.4544
H 0.3010 -3.1259 1.2356
H 0.6372 -2.0416 -0.0869
H -1.1681 -6.1061 -0.5012
H -0.2914 -6.3248 -2.0155
H -1.5066 -5.0425 -1.8916
H 1.7168 -2.7957 -2.4909
H 0.1061 -3.3278 -3.0327
H 1.5048 -4.4047 -3.1849
C -0.3976 5.0080 2.0682
Se -1.0331 3.1806 2.2052
C -1.8963 2.9536 0.4540
C -1.1126 3.2988 -0.7988
Se 0.7565 2.7874 -0.5172
C 1.8807 4.2955 -0.9749
H -1.2391 5.6927 2.0067
H 0.2742 5.1177 1.2197
H 0.1762 5.1566 2.9825
H -2.8099 3.5500 0.4498
H -2.1761 1.8996 0.4422
H -1.0077 4.3700 -0.9756
H -1.4838 2.8451 -1.7105
H 1.2185 5.0884 -1.3083
H 2.5094 3.9883 -1.8035
H 2.4277 4.5172 -0.0594
O 4.0811 2.8339 4.0087
Se 2.5369 2.9234 3.6016
O 2.3204 3.3418 1.9607
O 1.8339 1.3874 3.3999
O 1.5718 3.8497 4.4995
I 0.2126 3.2332 -3.9594
C 1.8097 1.2317 -1.0199
C 2.2543 0.7754 -2.2325
C 3.1594 -0.2816 -2.1752
C 3.5667 -0.7828 -0.9482
C 3.0619 -0.2225 0.2173
N 2.1770 0.7711 0.1782
H 1.9045 1.2280 -3.1538
H 3.5484 -0.6998 -3.0947
H 4.2795 -1.5929 -0.8848
H 3.3632 -0.5516 1.2034
```

Energy relative to the best compared isomer or geometry (same formula, charge and spin), respectively: 28.58, 39.52 kcal per mole.